{"formula": "C31H33Cl2N8O3STl", "method": "ωB97M-V/def2-TZVPD", "total_charge": 0, "total_energy_ha": -3356.00292, "gap_ev": 7.1, "lumo_ha": 0.0058, "de_lowest_kj_mol": 21.7, "homo_ev": -6.97, "elements": ["Tl", "Cl", "C", "C", "C", "N", "C", "O", "C", "C", "C", "C", "C", "N", "C", "C", "C", "Cl", "N", "C", "O", "C", "C", "C", "C", "C", "N", "H", "H", "H", "H", "H", "H", "H", "H", "H", "H", "C", "C", "O", "C", "C", "C", "C", "C", "C", "H", "H", "H", "H", "H", "H", "H", "H", "N", "C", "C", "N", "H", "H", "H", "H", "H", "H", "H", "H", "H", "S", "C", "N", "C", "C", "N", "H", "H", "H", "H", "H", "H"], "coordinates": [[0.72691, -0.45916, -0.21104], [-4.22420, 4.66960, 1.93578], [-3.22620, 3.25031, 1.89065], [-2.03694, 3.28580, 1.19174], [-1.18607, 2.18117, 1.12316], [0.04781, 2.21311, 0.44875], [0.29198, 2.95369, -0.55618], [-0.59142, 3.76257, -1.14680], [1.68323, 2.97482, -1.11899], [2.10655, 4.03831, -1.91121], [3.39941, 4.02773, -2.40806], [4.22420, 2.95895, -2.10503], [3.71461, 1.94997, -1.29949], [2.48361, 1.95633, -0.80935], [-1.52262, 1.00431, 1.83431], [-2.74291, 0.99340, 2.52651], [-3.59063, 2.08133, 2.53945], [-5.10184, 1.95486, 3.38254], [-0.72059, -0.13569, 1.75351], [-0.73059, -1.00858, 2.77466], [-1.20602, -0.86786, 3.90277], [-0.06990, -2.35019, 2.48737], [0.16835, -3.21924, 3.54693], [0.72086, -4.45778, 3.27889], [1.01209, -4.79866, 1.96457], [0.74524, -3.87198, 0.97215], [0.21648, -2.67643, 1.22919], [-1.77043, 4.20400, 0.69656], [1.44164, 4.86030, -2.12899], [3.75484, 4.84546, -3.02140], [5.23945, 2.90491, -2.47299], [4.32787, 1.09503, -1.03393], [-3.02251, 0.11645, 3.08803], [-0.09637, -2.89882, 4.54386], [0.92061, -5.15448, 4.08318], [1.43859, -5.76029, 1.71349], [0.95468, -4.07428, -0.07332], [-3.20780, -1.55927, 0.08760], [-2.89017, -0.33067, -0.72228], [-1.83769, -0.25565, -1.33553], [-3.88127, 0.77657, -0.80105], [-5.10543, 0.72259, -0.14103], [-5.98945, 1.78761, -0.22381], [-5.65089, 2.91054, -0.96377], [-4.42752, 2.97230, -1.62034], [-3.54561, 1.91105, -1.53911], [-2.31492, -2.17658, 0.15563], [-4.00969, -2.12011, -0.40066], [-3.54718, -1.29134, 1.08679], [-5.36689, -0.14064, 0.45668], [-6.93214, 1.74892, 0.30529], [-6.33211, 3.75037, -1.00996], [-4.15188, 3.86394, -2.16951], [-2.57622, 1.95111, -2.01852], [-1.27973, -1.27126, -5.22462], [-0.42429, -2.39163, -4.81402], [-0.15825, -2.31683, -3.31512], [0.58079, -3.44341, -2.75928], [-1.52479, -1.34975, -6.20429], [-0.32314, 0.44953, -4.50000], [-2.14764, -1.28958, -4.69875], [0.51975, -2.32008, -5.36090], [-0.86210, -3.37039, -5.05106], [-1.10795, -2.22289, -2.78151], [0.39474, -1.40310, -3.08623], [1.52284, -3.47565, -3.13029], [0.13324, -4.32205, -2.99274], [0.36466, 1.42727, -3.85757], [-0.66432, 2.72423, -4.41492], [-0.70768, 3.87082, -3.83551], [-1.63397, 4.71256, -4.60940], [-2.25911, 3.78872, -5.68477], [-1.47225, 2.57691, -5.49485], [-0.46378, 3.83925, -2.13950], [-1.08752, 5.54411, -5.05855], [-2.39025, 5.13675, -3.94889], [-2.14097, 4.18537, -6.69296], [-3.31963, 3.60185, -5.50389], [-1.49197, 1.76013, -6.07548]], "forces_ev_per_angstrom": [[0.028, 0.063, -0.076], [-0.002, -0.017, -0.027], [-0.042, -0.006, 0.001], [0.083, 0.000, -0.034], [-0.125, 0.011, 0.025], [0.062, 0.002, 0.078], [0.077, -0.180, -0.002], [-0.114, 0.045, -0.040], [0.042, 0.041, 0.000], [-0.031, 0.007, -0.020], [0.013, -0.017, 0.007], [-0.005, 0.012, -0.003], [0.009, -0.005, -0.006], [-0.003, 0.023, 0.018], [-0.061, -0.030, 0.093], [0.028, -0.008, -0.018], [0.021, 0.002, 0.029], [0.006, -0.003, 0.004], [-0.079, 0.040, -0.047], [0.038, 0.075, -0.049], [-0.019, -0.030, 0.031], [0.015, -0.012, 0.008], [-0.008, -0.003, -0.001], [-0.001, -0.001, 0.002], [-0.001, -0.002, -0.007], [0.019, -0.011, 0.001], [-0.022, -0.033, 0.034], [0.032, 0.008, -0.039], [-0.028, 0.001, -0.004], [-0.001, 0.001, -0.002], [0.004, 0.000, -0.001], [0.002, -0.003, 0.002], [0.000, -0.008, -0.010], [0.000, 0.003, -0.002], [0.000, 0.000, 0.002], [0.000, 0.000, -0.005], [0.004, -0.015, -0.002], [0.020, 0.025, -0.038], [0.009, -0.096, 0.051], [-0.003, 0.014, -0.094], [0.028, 0.052, -0.020], [-0.014, 0.013, -0.015], [-0.012, -0.017, -0.013], [0.013, 0.020, 0.008], [-0.010, 0.025, 0.010], [-0.001, -0.019, 0.001], [0.001, 0.002, 0.005], [-0.013, 0.021, 0.012], [0.008, -0.003, 0.050], [-0.005, 0.007, 0.006], [0.005, 0.000, 0.009], [-0.003, 0.002, 0.000], [0.000, 0.001, -0.010], [0.022, 0.009, -0.004], [-0.022, 0.045, -0.043], [0.005, -0.002, 0.014], [0.018, -0.008, 0.023], [0.029, 0.008, -0.031], [-0.007, -0.017, 0.003], [0.019, -0.060, 0.041], [0.000, 0.006, 0.006], [-0.001, -0.013, -0.002], [-0.015, 0.009, 0.003], [0.014, -0.023, -0.002], [-0.035, -0.025, 0.012], [-0.003, -0.015, -0.007], [-0.002, -0.001, 0.009], [0.046, 0.056, -0.005], [-0.060, 0.060, -0.012], [0.065, -0.124, 0.069], [-0.015, 0.029, 0.024], [0.000, -0.011, 0.005], [0.032, -0.022, -0.046], [-0.025, 0.119, 0.026], [0.008, -0.011, 0.002], [0.003, 0.002, -0.006], [-0.012, 0.008, 0.003], [-0.001, -0.003, -0.001], [-0.025, -0.012, 0.018]], "lowdin_charge": [0.89, 0.66, -0.68, -0.05, -0.19, 0.13, -0.37, 0.03, -0.24, -0.02, -0.06, -0.06, -0.13, 0.06, -0.22, -0.06, -0.68, 0.67, 0.00, -0.49, 0.02, -0.20, 0.00, -0.06, -0.06, -0.14, 0.00, 0.11, 0.11, 0.11, 0.10, 0.11, 0.10, 0.12, 0.11, 0.10, 0.09, 0.01, -0.39, -0.07, -0.15, -0.03, -0.08, -0.08, -0.07, -0.01, 0.07, 0.10, 0.08, 0.11, 0.11, 0.11, 0.10, 0.10, -0.03, -0.27, -0.33, 0.01, 0.07, -0.14, 0.08, 0.11, 0.11, 0.10, 0.04, 0.07, 0.07, 0.88, -0.77, -0.01, -0.16, -0.14, 0.01, 0.05, 0.11, 0.10, 0.11, 0.11, 0.12]}